[1]
This record from the OMol25 dataset describes a molecular structure, C48H36CoOP2S2. The level of theory is ωB97M-V/def2-TZVPD.

Electronic energy = -4787.8086 Eh
LUMO (spin up / spin down) = -0.00423 / -0.00420 Eh
<S²> = 3.80
Spin multiplicity = 4
Frontier orbital gap (spin up / spin down) = 5.831 / 6.574 eV

CARTESIAN COORDINATES (ANGSTROEM)
Co 1.185 0.060 0.696
O -0.329 0.034 -1.552
S -0.966 -0.349 -0.245
C -1.628 -1.991 -0.485
C -2.889 -2.325 -0.048
C -3.465 -3.591 -0.279
C -2.746 -4.499 -0.998
C -3.090 -5.892 -1.463
C -1.817 -6.394 -2.193
C -0.828 -5.264 -2.063
C 0.476 -5.156 -2.448
C 1.177 -3.989 -2.087
C 0.619 -2.917 -1.416
P 1.791 -1.647 -0.758
C 2.437 -0.810 -2.242
C 3.426 0.156 -2.049
C 3.922 0.870 -3.128
C 3.430 0.636 -4.405
C 2.440 -0.315 -4.598
C 1.945 -1.037 -3.522
C 3.159 -2.725 -0.214
C 3.010 -3.351 1.021
C 3.991 -4.200 1.501
C 5.144 -4.418 0.759
C 5.309 -3.783 -0.462
C 4.319 -2.939 -0.949
C -0.777 -2.971 -1.098
C -1.429 -4.183 -1.389
C -2.417 0.687 -0.129
C -3.409 0.493 -1.066
C -4.634 1.181 -1.033
C -4.845 2.052 -0.003
C -6.045 2.895 0.351
C -5.625 3.675 1.623
C -4.191 3.274 1.863
C -3.276 3.695 2.781
C -1.960 3.197 2.684
C -1.548 2.260 1.758
P 0.266 2.011 1.499
C 0.633 3.448 0.435
C 1.126 3.185 -0.841
C 1.400 4.230 -1.714
C 1.187 5.539 -1.314
C 0.698 5.808 -0.041
C 0.420 4.768 0.828
C 0.967 2.432 3.124
C 2.095 3.240 3.217
C 2.704 3.450 4.445
C 2.198 2.849 5.586
C 1.081 2.028 5.496
C 0.473 1.817 4.271
C -2.530 1.713 0.863
C -3.805 2.307 0.913
H -3.482 -1.583 0.466
H -4.464 -3.798 0.081
H -3.957 -5.875 -2.126
H -3.350 -6.531 -0.618
H -2.018 -6.617 -3.243
H -1.427 -7.309 -1.744
H 0.991 -5.952 -2.970
H 2.234 -3.954 -2.316
H 3.790 0.353 -1.046
H 4.689 1.615 -2.967
H 3.815 1.198 -5.247
H 2.045 -0.495 -5.590
H 1.158 -1.763 -3.682
H 2.128 -3.149 1.620
H 3.867 -4.677 2.464
H 5.918 -5.071 1.140
H 6.212 -3.938 -1.038
H 4.459 -2.444 -1.902
H -3.248 -0.243 -1.843
H -5.381 0.989 -1.792
H -6.922 2.270 0.528
H -6.297 3.568 -0.470
H -6.249 3.410 2.478
H -5.713 4.753 1.487
H -3.515 4.429 3.539
H -1.223 3.605 3.364
H 1.290 2.161 -1.156
H 1.783 4.015 -2.703
H 1.403 6.355 -1.992
H 0.535 6.831 0.274
H 0.044 4.984 1.820
H 2.512 3.693 2.326
H 3.585 4.076 4.505
H 2.677 3.010 6.543
H 0.690 1.543 6.381
H -0.390 1.164 4.206
S 3.035 0.130 1.737



[2]
This record from the OMol25 dataset describes a single CHClINO molecule in a non-equilibrium geometry. The level of theory is ωB97M-V/def2-TZVPD.

Energy above the lowest of the compared OMol25 structures with the same formula, charge and spin = 91.63 kJ/mol
Electronic energy = -926.4941 Eh
LUMO = -0.02876 Eh
Frontier orbital gap = 9.206 eV

CARTESIAN COORDINATES (ANGSTROEM)
C -1.307 -0.036 0.299
N -1.354 1.123 -0.088
O -1.815 -1.014 0.688
Cl 0.075 2.037 -0.113
I 1.651 -0.390 -0.064
H 2.750 -1.718 -0.722



[3]
This record from the OMol25 dataset describes a molecular structure, C31H40N4O6P2PtS in a non-equilibrium geometry. The level of theory is ωB97M-V/def2-TZVPD.

Energy above the lowest of the compared OMol25 structures with the same formula, charge and spin = 0.00 kJ/mol
Electronic energy = -3076.0110 Eh
LUMO = -0.05176 Eh
Frontier orbital gap = 6.286 eV

CARTESIAN COORDINATES (ANGSTROEM)
Pt -1.213 0.113 0.642
O -0.959 0.842 -2.022
N -0.868 1.496 -0.778
C -1.418 2.645 -0.768
C -1.514 3.527 0.379
C -2.056 4.796 0.152
C -2.294 5.677 1.186
C -2.012 5.303 2.491
C -1.438 4.064 2.736
C -1.165 3.178 1.703
P -0.313 1.610 2.065
C 1.430 2.091 2.146
C 1.874 2.864 3.223
C 3.192 3.289 3.275
C 4.063 2.955 2.245
C 3.617 2.205 1.167
C 2.301 1.769 1.113
C -0.837 1.095 3.717
C 0.050 0.609 4.672
C -0.439 0.073 5.856
C -1.806 -0.004 6.074
C -2.695 0.440 5.102
C -2.215 0.989 3.927
H -1.898 0.634 -2.151
H -1.826 3.001 -1.712
H -2.297 5.083 -0.866
H -2.726 6.649 0.989
H -2.241 5.966 3.315
H -1.220 3.765 3.754
H 1.185 3.125 4.017
H 3.535 3.875 4.118
H 5.094 3.282 2.290
H 4.305 1.954 0.369
H 1.944 1.163 0.288
H 1.116 0.636 4.485
H 0.251 -0.307 6.598
H -2.182 -0.415 7.002
H -3.763 0.343 5.249
H -2.908 1.315 3.160
O 0.885 -1.403 1.323
P 0.751 -2.891 1.317
N -0.089 -3.632 2.542
C -1.294 -4.467 2.382
C -2.167 -4.109 3.588
C -1.137 -3.694 4.643
C -0.150 -2.885 3.812
N 2.271 -3.537 1.629
C 2.584 -4.757 2.369
C 4.109 -4.751 2.424
C 4.488 -4.158 1.065
C 3.429 -3.072 0.860
N 0.396 -3.495 -0.185
C 0.427 -4.947 -0.441
C -0.129 -5.086 -1.856
C -1.136 -3.938 -1.937
C -0.414 -2.809 -1.209
H -0.993 -5.520 2.429
H -1.815 -4.269 1.445
H -2.794 -4.944 3.897
H -2.798 -3.258 3.324
H -0.649 -4.581 5.059
H -1.561 -3.107 5.457
H 0.850 -2.813 4.252
H -0.538 -1.878 3.646
H 2.228 -5.656 1.845
H 2.126 -4.754 3.358
H 4.521 -5.747 2.591
H 4.446 -4.092 3.228
H 4.400 -4.925 0.292
H 5.501 -3.755 1.040
H 3.164 -2.933 -0.194
H 3.769 -2.105 1.244
H -0.196 -5.493 0.273
H 1.451 -5.321 -0.361
H -0.582 -6.063 -2.018
H 0.669 -4.937 -2.587
H -2.043 -4.184 -1.383
H -1.400 -3.667 -2.959
H -1.130 -2.129 -0.763
H 0.242 -2.248 -1.882
O -3.442 -2.823 0.398
S -3.305 -1.517 0.999
O -3.118 -0.464 -0.106
O -1.950 -1.424 1.742
O -4.363 -1.134 1.899



[4]
This record from the OMol25 dataset describes 2 unconnected molecules or ions with the total composition C32H41BrF16N3OS4 in a non-equilibrium geometry. The level of theory is ωB97M-V/def2-TZVPD.

Total charge = +1
Electronic energy = -7247.8290 Eh
LUMO = -0.10045 Eh
Frontier orbital gap = 7.949 eV

CARTESIAN COORDINATES (ANGSTROEM)
C 1.272 6.682 1.512
C -0.210 6.345 1.308
C -0.530 4.876 1.105
F -1.891 4.705 1.364
C -0.230 4.208 -0.315
S 0.468 5.402 -1.546
N -1.509 3.779 -0.886
C -1.482 2.772 -1.943
C -2.908 2.424 -2.438
C -4.039 2.801 -1.471
C -5.369 2.186 -1.904
F -6.001 3.026 -2.760
F -5.199 1.014 -2.573
C -6.338 1.928 -0.700
F -6.067 2.825 0.271
F -7.600 2.097 -1.095
C -6.193 0.492 -0.116
F -4.866 0.191 -0.070
F -6.807 -0.372 -0.927
C -6.759 0.349 1.328
F -5.846 0.845 2.182
F -7.880 1.073 1.421
C -7.123 -1.093 1.805
F -8.172 -1.537 1.122
F -7.460 -0.963 3.096
C -6.008 -2.171 1.759
F -4.961 -1.777 2.449
F -5.617 -2.410 0.523
F -6.469 -3.277 2.270
C -0.787 1.527 -1.387
F -0.701 0.563 -2.358
C -1.497 0.967 -0.159
C -0.800 -0.038 0.775
C -0.244 -1.312 0.136
S 0.018 -2.655 1.345
C 1.333 -1.973 2.393
S 0.943 -0.940 3.590
N 2.637 -2.426 2.229
C 2.840 -3.706 1.522
C 3.114 -3.529 0.045
O 4.281 -2.722 -0.106
C 4.022 -1.431 0.383
C 3.641 -1.414 1.863
N 0.649 1.907 -1.091
C 1.466 2.191 -2.351
C 2.646 1.238 -2.525
C 2.288 -0.142 -3.083
S 1.791 0.070 -4.817
C 0.652 2.972 -0.027
Br 2.471 3.366 0.450
H 1.753 5.951 2.173
H 1.367 7.675 1.954
H 1.837 6.689 0.575
H -0.726 6.603 2.242
H -0.666 6.964 0.529
H -0.007 4.303 1.884
H 1.784 5.292 -1.328
H -1.967 4.614 -1.240
H -0.934 3.150 -2.817
H -2.948 1.364 -2.699
H -3.073 2.959 -3.380
H -4.202 3.883 -1.498
H -3.814 2.533 -0.439
H -2.384 0.467 -0.571
H -1.867 1.798 0.448
H -0.018 0.441 1.378
H -1.564 -0.334 1.502
H 0.706 -1.139 -0.388
H -0.960 -1.739 -0.572
H 3.723 -4.181 1.968
H 1.999 -4.374 1.711
H 3.287 -4.487 -0.448
H 2.279 -3.028 -0.468
H 3.216 -0.964 -0.217
H 4.940 -0.848 0.252
H 4.547 -1.571 2.463
H 3.261 -0.425 2.138
H 1.088 1.084 -0.659
H 1.823 3.214 -2.294
H 0.795 2.120 -3.207
H 3.209 1.161 -1.590
H 3.312 1.734 -3.244
H 3.171 -0.785 -3.042
H 1.499 -0.639 -2.511
H 1.393 -1.189 -5.028
H 0.255 2.491 0.868
F 3.782 -6.534 0.618
C 5.024 -7.013 0.892
C 6.073 -6.623 0.086
C 7.340 -7.110 0.377
C 7.532 -7.969 1.450
C 6.454 -8.342 2.241
C 5.182 -7.861 1.967
H 5.898 -5.955 -0.747
H 8.179 -6.817 -0.240
H 8.521 -8.348 1.669
H 6.601 -9.014 3.076
H 4.327 -8.135 2.570



[5]
This record from the OMol25 dataset describes a single C5H6O2 molecule in a non-equilibrium geometry. The level of theory is ωB97M-V/def2-TZVPD.

Energy above the lowest of the compared OMol25 structures with the same formula, charge and spin = 244.00 kJ/mol
Electronic energy = -344.5090 Eh
LUMO = -0.00181 Eh
SMILES = C=C=C(C=O)CO
Frontier orbital gap = 9.915 eV

CARTESIAN COORDINATES (ANGSTROEM)
C -0.773 2.233 0.713
C -0.053 1.164 0.559
C 0.212 -0.069 0.190
C -0.245 -1.146 1.085
O -0.075 -2.329 0.860
C 0.859 -0.392 -1.145
O 0.309 -1.525 -1.762
H -1.719 1.915 0.298
H -0.636 3.226 1.130
H -0.831 -0.810 1.964
H 1.940 -0.493 -0.971
H 0.708 0.451 -1.828
H 0.306 -2.226 -1.091



[6]
This record from the OMol25 dataset describes 10 unconnected molecules or ions with the total composition C28H57Cl18NO3 in a non-equilibrium geometry. The level of theory is ωB97M-V/def2-TZVPD.

Electronic energy = -9664.8071 Eh
LUMO = 0.00721 Eh
SMILES = CC[C@H](C)N(CCCCOC)C(=O)O.ClCCCl.ClCCCl.ClCCCl.ClCCCl.ClCCCl.ClCCCl.ClCCCl.ClCCCl.ClCCCl
Frontier orbital gap = 9.247 eV

CARTESIAN COORDINATES (ANGSTROEM)
C 1.300 1.260 3.893
C 0.683 1.991 2.521
C 1.913 2.790 1.810
C 2.191 4.180 2.677
N 1.801 3.146 0.387
C 0.747 2.533 -0.440
C 0.899 0.995 -0.925
C 2.004 0.055 -0.200
C 3.514 0.082 -0.922
O 4.302 -0.979 -0.234
C 4.804 -0.518 1.069
C 3.033 3.617 -0.306
O 3.039 4.280 -1.496
O 4.395 3.449 0.302
H 2.471 1.230 3.908
H 0.943 0.122 3.884
H 0.888 1.729 4.885
H -0.116 2.773 2.917
H 0.214 1.115 1.897
H 2.885 2.112 1.956
H 3.131 3.965 3.362
H 2.380 5.107 1.967
H 1.269 4.429 3.366
H -0.346 2.642 0.031
H 0.673 3.183 -1.442
H 1.093 0.957 -2.100
H -0.160 0.463 -0.782
H 1.643 -1.072 -0.372
H 2.100 0.160 0.964
H 4.092 1.081 -0.745
H 3.356 -0.155 -2.060
H 5.974 -0.665 1.186
H 4.578 0.601 1.325
H 4.315 -1.159 1.949
H 5.103 3.730 -0.349
Cl 2.986 -4.337 2.256
C 1.995 -4.983 0.924
C 1.447 -3.883 0.030
Cl 0.219 -2.892 0.858
H 1.192 -5.586 1.359
H 2.641 -5.647 0.342
H 0.960 -4.323 -0.846
H 2.241 -3.216 -0.322
Cl -0.192 -1.263 -3.291
C -1.252 -0.908 -4.679
C -1.786 0.515 -4.645
Cl -2.944 0.768 -3.316
H -2.064 -1.643 -4.683
H -0.653 -1.059 -5.581
H -2.319 0.734 -5.575
H -0.978 1.245 -4.535
Cl 3.071 -3.659 5.826
C 4.736 -3.255 5.335
C 5.145 -1.861 5.784
Cl 4.260 -0.587 4.908
H 4.806 -3.366 4.249
H 5.391 -4.001 5.796
H 6.209 -1.703 5.583
H 4.976 -1.717 6.856
Cl -1.936 3.659 3.749
C -2.860 2.454 4.681
C -3.082 2.888 6.121
Cl -1.569 2.893 7.062
H -2.327 1.500 4.625
H -3.824 2.335 4.177
H -3.762 2.191 6.620
H -3.520 3.889 6.178
Cl -0.351 -4.692 -7.159
C 1.174 -4.572 -6.244
C 1.363 -3.198 -5.622
Cl 1.653 -1.938 -6.848
H 1.996 -4.825 -6.920
H 1.133 -5.332 -5.459
H 2.236 -3.205 -4.963
H 0.492 -2.900 -5.029
Cl 1.623 4.350 11.107
C 0.563 4.705 9.719
C 0.029 6.128 9.752
Cl -1.129 6.381 11.082
H -0.248 3.970 9.715
H 1.163 4.554 8.816
H -0.503 6.347 8.822
H 0.837 6.858 9.862
Cl -0.839 -1.278 -7.928
C -2.354 -1.081 -8.846
C -3.539 -1.722 -8.142
Cl -3.431 -3.500 -8.127
H -2.202 -1.502 -9.845
H -2.522 -0.005 -8.952
H -4.465 -1.466 -8.666
H -3.628 -1.378 -7.107
Cl -8.363 4.432 2.650
C -6.624 4.816 2.595
C -5.777 3.599 2.257
Cl -5.774 2.396 3.571
H -6.341 5.248 3.560
H -6.494 5.584 1.827
H -4.737 3.901 2.102
H -6.128 3.105 1.345
Cl -6.513 -7.404 -10.049
C -5.245 -6.816 -8.944
C -3.917 -7.523 -9.165
Cl -3.974 -9.232 -8.667
H -5.603 -6.943 -7.918
H -5.132 -5.745 -9.134
H -3.137 -7.044 -8.566
H -3.610 -7.485 -10.215



[7]
This record from the OMol25 dataset describes a molecular structure, C10H21Cl2PSn in a non-equilibrium geometry. The level of theory is ωB97M-V/def2-TZVPD.

Energy above the lowest of the compared OMol25 structures with the same formula, charge and spin = 85.86 kJ/mol
Electronic energy = -1869.5326 Eh
LUMO (spin up / spin down) = -0.02720 / -0.02693 Eh
Frontier orbital gap (spin up / spin down) = 4.690 / 4.728 eV

CARTESIAN COORDINATES (ANGSTROEM)
Sn 1.552 -0.261 0.637
Cl 1.511 -2.657 0.738
Cl 2.416 1.608 1.920
C 2.630 0.151 -1.012
H 3.183 1.094 -1.066
H 3.029 -0.691 -1.589
C -0.273 0.637 -1.036
C 1.016 0.528 -1.617
H -0.539 0.494 0.021
C 0.935 -0.457 -2.835
H 1.277 1.568 -1.919
C -0.188 -0.071 -3.809
H 1.896 -0.497 -3.361
H 0.730 -1.468 -2.446
C -1.516 0.170 -3.086
H 0.111 0.821 -4.382
H -0.289 -0.881 -4.542
C -1.318 1.154 -1.927
H -2.256 0.579 -3.772
H -1.884 -0.780 -2.675
H -0.921 2.103 -2.360
H -2.239 1.397 -1.371
C 0.784 -0.767 3.842
P -0.336 -0.278 2.482
C -1.651 -1.533 2.542
C -1.110 1.261 3.073
H 1.289 -1.706 3.581
H 0.187 -0.902 4.753
H 1.539 0.014 3.993
H -2.171 -1.460 3.510
H -2.366 -1.349 1.727
H -1.214 -2.534 2.421
H -1.745 1.034 3.942
H -0.334 1.987 3.351
H -1.733 1.692 2.275



[8]
This record from the OMol25 dataset describes a single C5H10N2O5 molecule in a non-equilibrium geometry. The level of theory is ωB97M-V/def2-TZVPD.

Energy above the lowest of the compared OMol25 structures with the same formula, charge and spin = 43.73 kJ/mol
Electronic energy = -682.2001 Eh
LUMO = 0.01376 Eh
SMILES = O=C1N[C@](O)(CO)[C@@](O)(CO)N1
Frontier orbital gap = 9.859 eV

CARTESIAN COORDINATES (ANGSTROEM)
O -1.003 -2.592 2.336
C -0.523 -1.910 1.516
N 0.708 -1.283 1.410
C 0.686 -0.141 0.575
O 1.821 0.015 -0.187
C 0.426 1.202 1.307
O 1.627 1.629 2.007
C -0.748 -0.608 -0.446
O -1.749 0.444 -0.311
C -0.283 -0.774 -1.799
O -1.304 -0.808 -2.830
N -1.048 -1.768 0.243
H 1.305 -1.215 2.289
H 2.337 -0.793 0.005
H -0.380 1.098 2.056
H 0.015 1.858 0.543
H 2.307 2.065 1.478
H -2.360 0.309 -1.139
H 0.360 -1.584 -1.859
H 0.521 -0.010 -1.937
H -0.934 -1.266 -3.652
H -2.131 -2.003 0.235



[9]
This record from the OMol25 dataset describes a single C7H10 molecule. The level of theory is ωB97M-V/def2-TZVPD.

Energy above the lowest of the compared OMol25 structures with the same formula, charge and spin = 246.22 kJ/mol
Electronic energy = -272.6242 Eh
LUMO = 0.04590 Eh
SMILES = C1C[C@H]2[C@@H]1[C@H]1C[C@@H]21
Frontier orbital gap = 10.334 eV

CARTESIAN COORDINATES (ANGSTROEM)
C -1.380 0.792 0.330
C -1.421 -0.710 -0.078
C -0.168 -0.505 -0.980
C -0.118 0.978 -0.543
C 1.258 0.724 0.089
C 1.286 -0.426 1.057
C 1.253 -0.717 -0.405
H -2.244 1.362 -0.025
H -1.245 1.002 1.396
H -1.323 -1.429 0.741
H -2.314 -0.975 -0.652
H -0.275 -0.778 -2.031
H -0.122 1.776 -1.289
H 2.080 1.433 0.072
H 2.246 -0.546 1.554
H 0.439 -0.717 1.670
H 2.047 -1.266 -0.904